{
  "formula": "C27H42O22SSi",
  "method": "the ωB97M-V functional and the def2-TZVPD basis",
  "multiplicity": 1,
  "charge": 0,
  "energy_ha": -3396.89105,
  "symbols": ["S", "C", "C", "C", "Si", "C", "C", "C", "O", "H", "H", "H", "H", "H", "H", "H", "H", "H", "H", "H", "H", "H", "H", "O", "C", "O", "C", "C", "O", "H", "H", "H", "H", "O", "C", "O", "C", "C", "O", "H", "H", "H", "H", "O", "C", "O", "C", "C", "O", "H", "H", "H", "H", "O", "C", "O", "C", "C", "O", "H", "H", "H", "H", "O", "C", "O", "C", "C", "O", "H", "H", "H", "H", "O", "C", "O", "C", "C", "O", "H", "H", "H", "H", "O", "C", "O", "C", "C", "O", "H", "H", "H", "H"],
  "positions_angstrom": [[-4.0488, 0.8179, -0.4103], [-4.3363, 0.1447, -2.0764], [-5.1817, -1.1243, -1.9754], [-4.3550, -2.3684, -2.3456], [-3.0148, -2.7841, -1.0889], [-1.2513, -2.8068, -1.7930], [-0.9707, -1.5717, -2.6107], [-1.3208, -1.6652, -4.1908], [0.0713, -1.5233, -3.4260], [-3.0862, 1.6970, -0.6835], [-4.8432, 0.9072, -2.6514], [-3.3875, -0.0797, -2.5487], [-5.9814, -1.0407, -2.7036], [-5.6510, -1.2148, -0.9999], [-3.9007, -2.1663, -3.3126], [-5.0208, -3.2129, -2.4949], [-3.0151, -1.8604, 0.0623], [-3.3020, -4.1413, -0.5595], [-0.5284, -2.7599, -0.9760], [-1.0816, -3.6452, -2.4562], [-1.2171, -0.6170, -2.1512], [-1.8211, -0.6556, -4.0913], [-0.9170, -1.3961, -5.1620], [1.2185, -3.9459, 2.6825], [1.6549, -2.9415, 2.2127], [2.9618, -2.7379, 1.9576], [3.0879, -1.5230, 1.2009], [1.8199, -0.7811, 1.5812], [0.9197, -1.8656, 1.8844], [3.9925, -0.9924, 1.4824], [3.1285, -1.7769, 0.1406], [1.9504, -0.1715, 2.4747], [1.4172, -0.1627, 0.7840], [-1.3956, 3.0933, -0.4162], [-0.6720, 2.8771, -1.3332], [0.4667, 2.1497, -1.2542], [0.9529, 1.9154, -2.5842], [0.3258, 3.0637, -3.3493], [-0.8677, 3.3204, -2.5948], [2.0391, 1.9295, -2.5973], [0.6031, 0.9383, -2.9261], [0.9457, 3.9614, -3.3379], [0.0807, 2.8143, -4.3775], [4.3292, 0.7909, 3.6399], [4.4948, -0.1307, 4.3774], [4.2767, -0.1176, 5.7063], [4.3798, -1.4690, 6.1898], [5.2522, -2.1204, 5.1313], [4.9437, -1.3336, 3.9719], [4.8180, -1.4809, 7.1829], [3.3798, -1.9019, 6.2311], [6.3171, -2.0242, 5.3449], [5.0131, -3.1648, 4.9540], [4.2831, 4.3822, -3.9649], [4.0445, 5.1517, -3.0929], [4.8739, 5.4458, -2.0691], [4.3339, 6.5625, -1.3506], [2.8585, 6.4775, -1.6931], [2.8883, 5.8498, -2.9844], [4.5385, 6.4616, -0.2890], [4.7981, 7.4766, -1.7234], [2.3061, 5.8387, -1.0023], [2.3689, 7.4446, -1.7561], [3.2770, -8.9784, 5.9290], [3.0071, -8.2968, 4.9961], [3.2452, -6.9660, 4.9185], [3.0008, -6.5382, 3.5705], [2.0474, -7.6020, 3.0678], [2.4181, -8.7387, 3.8605], [2.5741, -5.5419, 3.5506], [3.9486, -6.5380, 3.0276], [1.0052, -7.3537, 3.2712], [2.1622, -7.8246, 2.0111], [1.1307, 5.5330, 1.9556], [1.1580, 4.6634, 2.7620], [0.8536, 4.8162, 4.0741], [0.7889, 3.5205, 4.6809], [1.6591, 2.6944, 3.7528], [1.5063, 3.3817, 2.5053], [1.1611, 3.5622, 5.7007], [-0.2499, 3.1866, 4.6905], [2.7115, 2.7056, 4.0323], [1.3276, 1.6642, 3.6596], [-8.0501, -0.9869, -3.8534], [-8.0153, 0.0872, -4.3547], [-7.1795, 1.0862, -3.9797], [-7.2649, 2.1383, -4.9462], [-8.6368, 1.9018, -5.5509], [-8.8033, 0.4907, -5.3778], [-7.1627, 3.1046, -4.4608], [-6.4612, 2.0127, -5.6735], [-9.4277, 2.4176, -5.0046], [-8.6985, 2.1621, -6.6035]],
  "mulliken_charge": [-0.162, 0.371, -0.274, -0.890, 0.393, -0.672, 0.899, -0.989, -0.487, -0.028, 0.373, -0.540, -0.378, 0.588, 0.381, 0.544, -0.105, -0.258, 0.034, 0.412, 0.134, 0.214, 0.466, -0.587, 0.709, -0.332, -0.426, 0.641, -0.391, 0.291, 0.323, -0.513, 0.224, -0.598, 0.642, -0.071, 0.005, -0.215, -0.398, 0.319, -0.058, 0.064, 0.351, -0.510, 0.682, -0.341, -0.302, -0.261, -0.304, 0.308, 0.253, 0.242, 0.250, -0.543, 0.704, -0.334, -0.387, -0.075, -0.322, 0.317, 0.261, 0.103, 0.300, -0.532, 0.642, -0.323, 0.142, -0.337, -0.341, -0.028, 0.200, 0.272, 0.315, -0.522, 0.605, -0.359, -0.411, 0.113, -0.230, 0.323, 0.287, 0.184, 0.019, -0.520, 0.606, -0.238, -0.334, -0.366, -0.353, 0.305, 0.279, 0.260, 0.298]
}

{
  "formula": "C27H43B3ClNO22",
  "method": "the ωB97M-V functional and the def2-TZVPD basis",
  "multiplicity": 1,
  "charge": 0,
  "energy_ha": -3299.62351,
  "symbols": ["C", "C", "N", "C", "C", "B", "O", "B", "O", "B", "C", "C", "C", "Cl", "O", "C", "C", "O", "H", "H", "H", "H", "H", "H", "H", "H", "H", "H", "H", "H", "H", "H", "H", "H", "H", "H", "H", "O", "C", "O", "C", "C", "O", "H", "H", "H", "H", "O", "C", "O", "C", "C", "O", "H", "H", "H", "H", "O", "C", "O", "C", "C", "O", "H", "H", "H", "H", "O", "C", "O", "C", "C", "O", "H", "H", "H", "H", "O", "C", "O", "C", "C", "O", "H", "H", "H", "H", "O", "C", "O", "C", "C", "O", "H", "H", "H", "H"],
  "positions_angstrom": [[0.5248, 0.5666, 4.9619], [-0.2217, 1.9818, 5.1504], [0.2441, 3.0416, 4.2088], [0.1566, 2.6338, 2.7683], [1.6185, 2.7952, 2.1211], [2.2657, 1.4323, 1.5365], [3.2128, 1.5083, 0.4201], [2.8838, 0.4876, -0.5517], [2.2549, -0.7757, -0.2451], [1.3714, -0.5613, 0.8699], [-0.2024, -0.9350, 0.9352], [-0.5012, -2.5085, 0.6672], [-1.4114, -2.6020, -0.6712], [-1.5923, -3.0805, 2.0677], [1.9582, 0.1016, 2.0376], [-0.4845, 4.3218, 4.4186], [-2.0814, 4.4607, 4.2223], [0.2332, 5.3106, 4.7207], [1.6128, 0.7013, 4.6199], [0.4525, -0.0757, 5.9213], [-0.0876, -0.0152, 4.1759], [-1.3712, 1.8678, 5.1959], [0.0724, 2.3409, 6.2081], [-0.5108, 3.4200, 2.2474], [-0.3444, 1.6300, 2.5836], [1.6202, 3.5808, 1.2828], [2.3250, 3.1599, 2.9569], [3.1803, 0.7017, -1.6809], [-0.5668, -0.7107, 2.0027], [-0.8598, -0.3364, 0.2236], [0.4447, -3.1336, 0.5776], [-0.8751, -2.0025, -1.4876], [-2.4111, -2.1113, -0.4034], [-1.5754, -3.6923, -0.9575], [-2.2464, 4.4522, 3.0794], [-2.4844, 5.4562, 4.5875], [-2.6484, 3.5548, 4.6200], [2.4545, 2.8202, -3.5400], [3.6043, 3.1595, -3.5922], [4.6637, 2.3410, -3.3352], [5.8377, 3.0457, -3.7230], [5.4140, 4.4798, -3.6481], [4.0200, 4.4152, -3.9161], [6.6653, 2.8202, -3.0494], [6.1120, 2.7433, -4.7358], [5.5638, 4.9097, -2.6535], [5.9233, 5.1037, -4.3836], [-4.0019, -5.1319, -0.9994], [-4.3541, -5.6887, 0.0000], [-3.8697, -6.8877, 0.4227], [-4.3593, -7.0958, 1.7407], [-5.5912, -6.2428, 1.7809], [-5.2912, -5.2045, 0.8587], [-4.5762, -8.1510, 1.9124], [-3.5993, -6.7683, 2.4559], [-6.4817, -6.7763, 1.4356], [-5.7850, -5.8363, 2.7744], [9.2351, 3.9717, -4.1711], [9.2851, 3.3750, -5.2067], [10.4263, 3.1513, -5.9114], [10.1073, 2.2269, -6.9436], [8.6311, 2.4175, -7.1225], [8.2041, 2.8331, -5.8314], [10.6698, 2.4488, -7.8513], [10.3617, 1.2183, -6.6057], [8.3944, 3.2049, -7.8438], [8.1251, 1.4989, -7.4225], [-1.1798, -1.9389, -6.4381], [-2.0405, -2.3559, -5.7185], [-1.8923, -2.5630, -4.3823], [-3.1862, -2.8385, -3.8567], [-3.9363, -3.3450, -5.0491], [-3.2958, -2.6847, -6.1335], [-3.1307, -3.5766, -3.0550], [-3.6101, -1.9135, -3.4589], [-3.8321, -4.4262, -5.1817], [-4.9970, -3.0936, -5.0116], [-5.8253, -1.1875, -2.9611], [-6.7962, -0.9556, -3.6207], [-8.0724, -0.9982, -3.1517], [-8.9080, -0.4461, -4.1605], [-8.1052, -0.6474, -5.4105], [-6.7653, -0.6163, -4.9379], [-9.8689, -0.9613, -4.1939], [-9.0793, 0.6110, -3.9381], [-8.2933, -1.6186, -5.8774], [-8.2759, 0.1386, -6.1473], [-0.7101, -0.1551, 7.7024], [0.1133, -0.0838, 8.5677], [1.0052, 0.9352, 8.6961], [1.6471, 0.7745, 9.9540], [1.4840, -0.6899, 10.2307], [0.2790, -1.0117, 9.5490], [2.6941, 1.0747, 9.8969], [1.1380, 1.3999, 10.6930], [2.2981, -1.2885, 9.8118], [1.3975, -0.9061, 11.2963]],
  "mulliken_charge": [-0.240, -0.477, 0.257, -0.191, -0.835, 0.397, -0.405, 0.504, -0.435, 0.206, -0.771, 0.389, -1.292, -0.272, -0.117, 0.320, -0.847, -0.574, 0.111, 0.151, -0.069, 0.161, 0.273, 0.358, 0.227, 0.211, 0.292, -0.120, 0.159, 0.373, 0.427, 0.304, 0.381, 0.311, 0.252, 0.323, 0.268, -0.531, 0.605, -0.336, -0.078, -0.345, -0.346, 0.317, 0.169, 0.256, 0.282, -0.543, 0.643, -0.306, -0.310, -0.293, -0.288, 0.282, 0.243, 0.262, 0.295, -0.502, 0.600, -0.339, -0.362, -0.376, -0.208, 0.306, 0.263, 0.269, 0.330, -0.564, 0.600, -0.261, 0.190, -0.217, -0.345, 0.012, 0.180, 0.274, 0.153, -0.487, 0.618, -0.310, -0.328, -0.295, -0.292, 0.288, 0.262, 0.260, 0.279, -0.507, 0.641, -0.252, -0.310, -0.339, -0.330, 0.284, 0.275, 0.263, 0.288]
}

Highest occupied orbital energy (eV)
-8.47, -8.59
LUMO level (eV)
0.20, 0.55
Molecular weight (Da)
778.8, 801.5